one | This record from the OMol25 dataset describes a molecular structure, C52H43BrIN11O6Sr. The level of theory is the ωB97M-V functional and the def2-TZVPD basis.

- frontier orbital gap (eV) = 6.6
- LUMO level (eV) = 3.71
- E_HOMO (eV) = -2.92

ORCA input file:
```
! RIJCOSX wB97M-V def2-TZVPD def2/J DEFGRID3
* xyz -2 1
H 2.1098 -2.8130 -0.0818
C 0.3035 0.5159 -2.6133
C -0.5271 1.4251 -4.6117
C 0.6446 -0.5453 8.4049
C -5.5442 0.5695 -2.0505
H -1.1187 3.4241 -5.2010
C -1.4368 -3.8064 -2.8157
C 3.1802 0.2912 -3.0756
N -2.3068 -3.5315 0.8792
C -0.7351 -3.0834 -4.9874
C 3.2283 -5.9725 0.3979
C -0.9410 5.7414 -1.8343
H -5.8687 2.1921 0.8971
H 3.7306 -6.8228 2.3059
H -0.6190 1.5057 6.0269
H 0.1552 0.7267 -6.5317
O 1.1779 -1.1426 -1.0331
H -7.2320 0.9782 -0.7919
H 0.5823 2.4614 4.5208
C 0.0667 0.7899 6.4616
C -6.1650 1.0995 -0.9358
C 0.0815 -2.1286 -4.4004
C 2.3835 1.7425 0.5399
H 3.4607 -6.8765 -0.1507
C -0.2457 2.9088 -4.8004
H -3.4333 2.4064 0.5872
H 2.4989 -3.0060 -3.1299
C -3.3988 1.3743 -1.2872
H -3.1976 3.4314 -2.8562
H 3.5976 3.2724 -0.3366
O 0.5763 0.8311 -3.9767
H 5.0838 1.1693 -3.5086
N -3.5926 -3.6410 0.8504
H 0.0770 2.9495 -0.1916
C -0.7644 0.7362 -5.9443
C 0.3298 -0.9334 9.7853
Br 3.3228 -4.8787 4.3714
N -0.7039 1.2802 3.4890
N 1.6388 1.3344 1.5658
C -2.4200 0.3749 2.7672
C 3.3809 -5.9494 1.7731
N -3.3351 -0.4911 2.2391
H 0.7654 1.2454 -1.9357
N -1.9733 -2.3218 1.3841
O -1.3654 1.0972 -0.1527
H -6.1231 0.0280 -2.7896
H 0.6883 -1.4819 -5.0219
O -0.3427 -0.3029 10.5637
C -0.1548 0.4066 7.7665
H -3.7114 0.2895 -3.1155
Sr -0.1839 -0.6092 0.6767
H -4.2322 -0.0775 2.0403
C 4.4029 -2.1377 -3.5766
C 2.4255 -0.8750 -2.9644
C 4.5212 0.2458 -3.4297
C 2.4712 -3.6886 0.4525
H 4.8696 -3.0980 -3.7633
H 3.2985 4.7986 1.6268
N -2.7578 1.6222 3.1697
H -0.7057 6.7932 -1.9492
C 2.8396 3.8174 1.6115
H -2.6684 5.8303 -3.1067
C 1.0083 -0.8959 -2.3617
C -5.3999 1.7766 0.0121
H -2.1545 -4.6629 -4.6510
C -2.0444 5.1994 -2.4840
C 2.7721 -4.8375 -0.2584
H -0.5937 -2.8444 -1.1437
H -1.5313 1.2701 -6.5079
O -1.6457 1.1827 -3.7809
C 0.7509 1.6051 3.8515
C -2.3414 3.8532 -2.3445
C 1.1448 0.2526 5.7000
C -4.1679 0.7097 -2.2294
C -1.8702 1.5399 -1.3341
H -1.0957 -0.2864 -5.7743
H -0.7693 -3.1725 -6.0677
C -1.2605 0.6606 -2.5001
N -4.1707 -2.5304 1.3467
H 2.4135 -1.7736 8.1355
C 1.4965 2.1215 2.6284
C 3.0727 -4.7941 2.4798
H 6.1901 -1.0040 -3.9565
C -0.4830 3.5881 -0.8622
C 3.0631 -2.0855 -3.2211
H 2.4748 1.0366 -0.2806
C 1.7204 -1.0761 7.6720
H 0.5840 3.0247 -5.5022
N -1.1386 0.1192 3.0030
C 5.1421 -0.9689 -3.6835
C 2.6132 -3.6518 1.8412
H 2.8280 -1.0788 5.8527
H -1.7028 -0.3355 -2.3950
N 1.4611 0.5424 4.4257
C 3.0090 2.9793 0.5224
H 2.7182 1.2535 -2.8997
H -0.9838 0.8367 8.3151
C -4.0360 1.9093 -0.1637
C -1.5067 -3.9235 -4.1948
C -1.5549 3.0266 -1.5448
C -0.6073 -2.8547 -2.2302
H -2.0265 -4.4393 -2.1639
C 1.9725 -0.6834 6.3860
H 0.6856 5.3445 -0.4888
N -1.6475 2.1622 3.6061
H 1.9311 4.0021 3.5563
O 0.7596 -2.1817 10.1622
H 2.6389 -4.8361 -1.3327
C -3.1444 -1.7493 1.6384
H 1.1103 -2.6181 9.3750
C 2.0770 3.3832 2.6808
C 0.1488 -1.9873 -3.0157
I 2.1355 -1.9043 2.8571
H 0.0293 3.3740 -3.8564
C -0.1637 4.9306 -1.0211
*
```

Results of the Mulliken charge analysis, in e, for atoms 1 through 5:
1. H 0.24
2. C -0.40
3. C 1.34
4. C 0.61
5. C -0.84

---

two | This record from the OMol25 dataset describes a molecular structure, C52H43BrIN11O6Sr. The level of theory is the ωB97M-V functional and the def2-TZVPD basis.

- frontier orbital gap (eV) = 6.6
- LUMO level (eV) = 3.67
- E_HOMO (eV) = -2.90

ORCA input file:
```
! RIJCOSX wB97M-V def2-TZVPD def2/J DEFGRID3
* xyz -2 1
H -2.9778 4.6583 1.0698
C 4.7291 0.1045 -0.5818
C -2.5198 0.8014 -4.7026
C 2.9558 2.5821 -6.1156
C -3.3017 -0.1117 -5.4078
C 2.4750 4.9250 -1.1519
C -1.5550 5.6413 -3.4036
C -0.8085 -0.5434 2.8278
C -0.9062 -4.2564 4.7684
C 2.8935 3.8711 -1.9608
C 4.7461 5.6746 -0.8527
H -1.0962 6.6322 -3.3819
C -2.6258 0.9050 -3.3223
N 1.4711 -2.5515 -3.1128
C 0.0860 3.5834 2.3680
O 1.3828 -6.7137 6.2516
H 2.0666 -6.2678 5.7385
C -0.9062 -3.0799 4.0525
H 1.2786 2.8414 0.7215
I 2.9572 -0.9176 1.6413
H -4.8018 -1.6416 -5.2946
N -2.7334 -1.2512 1.4664
O 2.0838 1.7645 -1.4513
C 0.4714 3.2818 -2.5003
C -1.7421 -1.9984 -0.2536
N 0.7356 -3.2576 -3.9050
C -1.7648 1.8123 -2.4176
H -1.6188 -0.6347 3.5646
C 0.1918 -6.0692 6.0327
H 5.8296 0.8843 -2.2333
C -0.1421 5.1647 -5.4249
C 1.9509 2.7327 -2.4091
C -0.8065 3.2012 3.3566
C 0.5902 2.6029 1.5287
C -1.1340 1.8623 3.4854
H 2.4074 -2.3696 4.2571
H 0.4604 4.4015 -5.9130
C -3.7305 3.4720 -2.5185
C -3.5417 0.0817 -2.6637
H -1.2394 3.9369 4.0237
C 1.4795 -2.9114 4.3886
H 2.2413 0.1376 -3.2371
C -3.1909 4.3367 0.0563
C -4.2057 -0.9225 -4.7457
C 0.2654 -4.8040 5.2954
H 0.4458 6.0770 -5.3115
H 5.4586 6.3687 -0.4232
Br 5.9031 -2.8181 2.1550
H -0.1347 1.6391 -3.7995
H 3.1754 3.2722 -6.9230
H -5.3370 4.8909 -2.4980
N -0.5100 -3.3728 -3.4096
C 3.3885 5.8156 -0.6041
N 0.4024 -1.1597 3.2016
C 2.7149 0.3425 -5.2984
O -0.8120 -6.5707 6.4797
H -3.9428 3.1337 -3.5253
H 3.0336 6.6274 0.0210
C -4.5117 4.4622 -1.9405
N -1.4488 -1.1504 1.6052
H 3.8684 0.7356 -0.7901
N -2.9633 -1.7879 0.2938
C 1.4609 -4.0917 5.0794
C -0.5645 0.9411 2.6150
H -1.7772 5.3330 -2.3831
H -1.8256 1.4274 -5.2470
C 5.8440 0.1942 -1.3993
H -5.0233 -1.4510 -2.8251
H -4.8442 5.6871 -0.2053
H 2.6353 4.1441 -4.6823
N -1.6127 -2.5488 -1.4911
H -2.4784 -2.6556 -1.9944
H 0.1350 3.4723 -1.4735
H -1.8163 1.5227 4.2534
H 4.6077 2.9220 -2.8164
C 4.7039 -0.7930 0.4861
C -0.5856 4.6649 -4.0597
H -3.6052 0.1380 -1.5838
H -1.8417 -2.7440 3.6259
C 2.3599 2.2137 -3.7990
C 5.8286 -1.5752 0.7172
Sr 0.6969 0.0926 -0.7892
C -0.6106 2.4589 -3.2533
H 3.2123 0.8261 -7.3315
H 1.4215 5.0676 -0.9506
C -2.6680 2.9041 -1.8208
H -3.1853 -0.1933 -6.4822
C 2.9813 1.2114 -6.3453
C -2.4267 3.3310 -0.5195
H -2.4884 5.6902 -3.9649
C 0.2933 -2.3335 3.8441
H 0.3792 4.6157 2.2326
N -0.7641 -1.6224 0.5618
H 7.8270 -0.5368 -1.7994
C 6.9563 -0.5990 -1.1588
H -1.0164 5.3804 -6.0410
O 0.5447 4.5056 -3.2376
H 2.4004 -4.4426 5.4993
O -1.1488 3.3794 -4.2147
H -1.6402 2.8382 0.0361
O -1.2365 1.0321 -1.4308
C -4.2367 4.9102 -0.6548
C 2.6483 3.0763 -4.8563
H -1.8329 -4.7979 4.9154
C 4.2600 3.7419 -2.1992
C 2.4184 0.8450 -4.0373
H 7.8072 -2.1123 0.1108
N 0.7348 -2.1604 -2.0454
C -0.4654 -2.6852 -2.2805
C 5.1776 4.6283 -1.6561
N 0.2617 1.3165 1.6415
C 6.9512 -1.4841 -0.0939
H 6.2348 4.4956 -1.8557
C -4.3259 -0.8180 -3.3624
H 2.7254 -0.7311 -5.4414
*
```

Results of the Mulliken charge analysis, in e, for atoms 1 through 5:
1. H 0.44
2. C 0.35
3. C -0.21
4. C -0.89
5. C -0.92

---

Of them, the most stable is two and the least stable is one.

---

one | This record from the OMol25 dataset describes a single C3H5BrN2 molecule. The level of theory is the ωB97M-V functional and the def2-TZVPD basis.

- frontier orbital gap (eV) = 9.7
- LUMO level (eV) = 0.26
- E_HOMO (eV) = -9.41
- SMILES = C=N[C@H]1CN1Br

ORCA input file:
```
! RIJCOSX wB97M-V def2-TZVPD def2/J DEFGRID3
* xyz 0 1
C -0.2057 0.1957 -0.9235
N 0.6081 1.4340 -0.8767
C 0.8627 -1.4261 0.5510
H 1.6517 -0.7413 0.7745
C -0.5841 1.3485 -0.0953
H -0.3806 1.3252 0.8870
H -0.6308 0.1223 -1.8935
N 0.0768 -1.1116 -0.3946
H 0.8182 -2.4567 0.7766
H -1.5731 1.9288 -0.4296
Br 0.7645 2.3738 -2.5023
*
```

Results of the Mulliken charge analysis, in e, for atoms 1 through 5:
1. C -0.03
2. N -0.34
3. C -0.38
4. H 0.31
5. C -0.28

---

two | This record from the OMol25 dataset describes a single C3H5BrN2 molecule. The level of theory is the ωB97M-V functional and the def2-TZVPD basis.

- frontier orbital gap (spin up / spin down) (eV) = 7.6 / 7.6
- LUMO level (spin up / spin down) (eV) = -0.10 / -0.10
- E_HOMO (spin up / spin down) (eV) = -7.72 / -7.71

ORCA input file:
```
! RIJCOSX wB97M-V def2-TZVPD def2/J DEFGRID3
* xyz 0 1
H -1.7172 -0.9481 1.1491
C -0.9716 -0.4067 0.5854
C 0.1865 -1.2036 -0.0814
Br 2.6568 -0.0004 0.1089
N 1.0818 -0.3984 -0.7858
H 0.6109 -1.8300 0.7155
N -1.0318 0.8234 0.4358
H -0.5610 1.8543 -1.2915
H 0.3518 2.3344 0.2402
H -0.3268 -1.8565 -0.7994
C -0.2794 1.6318 -0.2768
*
```

Results of the Mulliken charge analysis, in e, for atoms 1 through 5:
1. H 0.40
2. C -0.09
3. C -0.32
4. Br -0.14
5. N -0.53

---

Of them, the most stable is one and the least stable is two.

---

one | This record from the OMol25 dataset describes 2 unconnected molecules or ions with the total composition C7H11N4O. The level of theory is the ωB97M-V functional and the def2-TZVPD basis.

- frontier orbital gap (spin up / spin down) (eV) = 7.3 / 7.2
- LUMO level (spin up / spin down) (eV) = -5.37 / -5.38
- E_HOMO (spin up / spin down) (eV) = -12.67 / -12.56

ORCA input file:
```
! RIJCOSX wB97M-V def2-TZVPD def2/J DEFGRID3
* xyz 1 1
N 0.2405 -0.0680 -0.5391
O -0.0998 1.5614 1.3668
H -1.5815 -0.8098 1.5607
H 1.2280 1.5664 0.3462
C 0.4610 -1.2905 -0.0731
H 3.3434 -0.2534 -0.8867
H 1.6983 1.2722 -1.4373
C -0.9004 0.6687 -0.6897
C -3.5778 -1.0026 0.6577
N -2.0541 0.2574 -0.2164
H -0.8825 1.4537 -1.3210
H 2.2117 -2.2846 0.4771
C -2.2855 -0.6152 0.7914
H -4.1737 -1.5176 1.4443
C 2.5765 -0.2136 -0.1559
N 1.7833 -1.4277 0.1826
N -4.1316 -0.3548 -0.4278
H 3.1234 0.0264 0.7743
H -0.1316 -2.2657 0.0045
C 1.4822 0.8218 -0.5013
H -1.0051 1.7345 1.7377
C -3.2502 0.3956 -0.9905
H -3.3058 1.1342 -1.8575
*
```

Results of the Mulliken charge analysis, in e, for atoms 1 through 5:
1. N -0.08
2. O -0.78
3. H 0.64
4. H 0.40
5. C 0.04

---

two | This record from the OMol25 dataset describes a gas-phase ion, C7H11N4O (charge +1). The level of theory is the ωB97M-V functional and the def2-TZVPD basis.

- frontier orbital gap (eV) = 8.3
- LUMO level (eV) = -5.84
- E_HOMO (eV) = -14.14
- SMILES = CCNC(=O)[n+]1cncc(C)n1

ORCA input file:
```
! RIJCOSX wB97M-V def2-TZVPD def2/J DEFGRID3
* xyz 1 1
N 1.0325 0.4254 -0.1916
H 3.3207 2.5755 -0.8580
N 3.0956 -1.2513 0.2910
C 3.2772 0.0504 0.3502
N -1.4718 -0.4567 -0.3299
C -0.5807 -1.4090 -0.1356
H -3.6049 1.1936 0.3076
H -4.7032 -0.1500 0.6101
H 1.7598 -2.8021 -0.1485
N 0.8220 -0.8451 -0.1161
H 1.5612 2.8265 -0.7336
H 4.2226 0.3976 0.7453
H -3.0313 -1.7905 -0.1483
H -3.2580 0.0379 1.6022
C 1.9444 -1.7503 -0.0092
H 2.5855 2.8616 0.7076
H -3.2483 -0.5552 -1.4063
H -1.1610 0.5030 -0.4141
C -2.8993 -0.7330 -0.3842
O -0.6847 -2.5861 -0.0006
C 2.4319 2.3814 -0.2606
C 2.2482 0.9301 -0.0743
C -3.6583 0.1464 0.5968
*
```

Results of the Mulliken charge analysis, in e, for atoms 1 through 5:
1. N -0.65
2. H 0.36
3. N -0.37
4. C -0.15
5. N -0.11

---

three | This record from the OMol25 dataset describes a gas-phase ion, C7H11N4O (charge +1). The level of theory is the ωB97M-V functional and the def2-TZVPD basis.

- frontier orbital gap (eV) = 8.8
- LUMO level (eV) = -4.39
- E_HOMO (eV) = -13.24
- SMILES = O[C@@H]1NCC/[N+]1=C/n1ccnc1

ORCA input file:
```
! RIJCOSX wB97M-V def2-TZVPD def2/J DEFGRID3
* xyz 1 1
N 1.6455 -0.4988 -0.0008
H -1.9060 -2.0913 -0.1291
C -1.9900 -1.0815 0.2047
H 0.3050 -2.0977 0.4427
H -3.8318 -0.1935 0.2894
C 2.8331 -1.1354 0.3430
C -3.0148 0.0428 -0.2735
H -2.1985 1.1536 1.2057
H -3.3288 0.2171 -1.2483
C 0.3949 -0.9629 0.2148
C 2.1574 0.6503 -0.6780
H 4.1420 1.1337 -1.3933
N -2.3086 1.2590 0.2078
C -0.9507 1.1142 -0.2349
C 3.4998 0.6075 -0.6912
H -0.1885 1.6144 1.5110
H 1.7243 1.4162 -1.2438
H 2.9490 -2.1024 0.8297
N 3.8854 -0.4730 0.0544
O -0.1093 1.7910 0.5699
H -0.6674 1.1662 -1.2400
H -2.2858 -1.0924 1.2235
N -0.7563 -0.4373 0.0362
*
```

Results of the Mulliken charge analysis, in e, for atoms 1 through 5:
1. N 0.13
2. H 0.48
3. C -0.56
4. H 0.29
5. H 0.40

---

Of them, the most stable is two and the least stable is one.

---

one | This record from the OMol25 dataset describes 2 unconnected molecules or ions with the total composition C2ClF2OS. The level of theory is the ωB97M-V functional and the def2-TZVPD basis.

- frontier orbital gap (eV) = 7.1
- LUMO level (eV) = 3.34
- E_HOMO (eV) = -3.72

ORCA input file:
```
! RIJCOSX wB97M-V def2-TZVPD def2/J DEFGRID3
* xyz -1 1
C -1.4756 0.7326 -0.3810
S -2.1736 0.7781 1.0670
O -1.4891 0.9759 -1.5329
F 0.7126 -1.7318 0.5847
C 0.7880 -0.4387 0.1169
Cl 2.1632 0.2602 1.1782
F 1.4745 -0.5763 -1.0328
*
```

Results of the Mulliken charge analysis, in e, for atoms 1 through 5:
1. C 0.53
2. S -0.33
3. O -0.39
4. F -0.23
5. C -0.01

---

two | This record from the OMol25 dataset describes a gas-phase ion, C2ClF2OS (charge -1). The level of theory is the ωB97M-V functional and the def2-TZVPD basis.

- frontier orbital gap (eV) = 6.8
- LUMO level (eV) = 3.31
- E_HOMO (eV) = -3.48
- SMILES = O=C(Cl)C(F)(F)[S-]

ORCA input file:
```
! RIJCOSX wB97M-V def2-TZVPD def2/J DEFGRID3
* xyz -1 1
F 0.7556 1.3138 0.4720
F 0.5670 0.2368 -1.4214
S 2.4229 -0.6945 0.3142
O -1.7090 0.5911 1.0011
C -1.0580 -0.0719 0.1873
Cl -1.6173 -1.4735 -0.4924
C 0.6388 0.0982 -0.0610
*
```

Results of the Mulliken charge analysis, in e, for atoms 1 through 5:
1. F -0.22
2. F -0.25
3. S -0.57
4. O -0.47
5. C 0.45

---

Of them, the most stable is one and the least stable is two.